(1)
{
  "formula": "C12H16N2O4",
  "method": "ωB97M-V/def2-TZVPD",
  "symbols": ["C", "C", "N", "C", "O", "N", "C", "C", "C", "C", "C", "C", "O", "C", "C", "C", "O", "O", "H", "H", "H", "H", "H", "H", "H", "H", "H", "H", "H", "H", "H", "H", "H", "H"],
  "xyz": [[-0.52, 3.31, 0.31], [0.97, 2.81, 0.28], [1.78, 3.56, -0.65], [0.98, 1.39, -0.03], [0.65, 0.97, -1.15], [1.55, 0.46, 0.85], [1.72, -1.02, 0.88], [0.51, -1.84, 1.44], [-0.73, -1.36, 0.83], [-1.56, -0.45, 1.54], [-2.77, -0.01, 0.98], [-3.09, -0.47, -0.36], [-4.16, 0.23, -0.84], [-2.36, -1.50, -0.96], [-1.14, -1.89, -0.38], [2.33, -1.68, -0.37], [3.41, -2.22, -0.34], [1.74, -1.71, -1.56], [-0.63, 4.28, 0.75], [-1.12, 2.52, 0.76], [-0.86, 3.22, -0.81], [1.46, 2.90, 1.30], [1.51, 3.25, -1.47], [2.80, 3.27, -0.52], [1.70, 0.98, 1.75], [2.44, -1.00, 1.74], [0.39, -1.63, 2.51], [0.69, -2.82, 1.18], [-1.18, -0.22, 2.52], [-3.24, 0.83, 1.35], [-4.21, 0.06, -1.79], [-2.63, -2.06, -1.87], [-0.50, -2.60, -0.83], [1.07, -1.03, -1.72]],
  "lowdin_charge": [-0.01, -0.40, 0.08, -0.45, 0.04, 0.11, -0.15, -0.09, -0.26, -0.02, 0.01, -0.29, 0.05, 0.00, -0.04, -0.47, 0.11, 0.12, 0.07, 0.05, 0.12, 0.15, 0.00, 0.13, 0.15, 0.16, 0.12, 0.10, 0.11, 0.09, 0.11, 0.12, 0.10, 0.09],
  "molar_mass_g_mol": 252.27,
  "smiles": "C[C@H](N)C(=O)N[C@@H](Cc1ccc(O)cc1)C(=O)O",
  "de_lowest_kj_mol": 234.11,
  "homo_energy_ev": -8.536,
  "homo_lumo_gap_ev": 8.95
}



(2)
{
  "formula": "C12H16N2OS",
  "method": "ωB97M-V/def2-TZVPD",
  "symbols": ["C", "C", "C", "C", "C", "C", "N", "S", "C", "N", "C", "C", "C", "C", "C", "O", "H", "H", "H", "H", "H", "H", "H", "H", "H", "H", "H", "H", "H", "H", "H", "H"],
  "xyz": [[3.90, -1.94, -0.28], [2.37, -1.86, -0.15], [1.75, -0.49, -0.57], [2.16, 0.72, 0.44], [1.49, 2.09, 0.12], [0.25, 2.37, 0.96], [-0.89, 1.46, 0.74], [-1.22, 0.19, 1.92], [-2.47, -0.48, 0.92], [-3.18, -1.59, 1.18], [-4.18, -1.74, 0.32], [-4.50, -0.93, -0.78], [-3.77, 0.19, -1.01], [-2.63, 0.35, -0.15], [-1.76, 1.51, -0.32], [-1.77, 2.37, -1.22], [4.27, -1.78, -1.37], [4.46, -1.18, 0.35], [4.23, -2.95, -0.10], [1.87, -2.62, -0.85], [1.93, -2.14, 0.82], [1.97, -0.18, -1.64], [0.66, -0.59, -0.59], [3.25, 0.78, 0.42], [1.89, 0.41, 1.45], [2.19, 2.88, 0.34], [1.39, 2.23, -1.03], [0.52, 2.39, 1.98], [-0.13, 3.38, 0.78], [-4.71, -2.66, 0.45], [-5.45, -1.17, -1.38], [-3.90, 0.97, -1.78]],
  "lowdin_charge": [-0.13, -0.28, -0.21, -0.19, -0.18, -0.20, -0.27, 1.07, -0.56, 0.09, -0.14, -0.07, 0.03, -0.18, -0.47, 0.05, 0.10, 0.08, 0.04, 0.12, 0.10, 0.12, 0.08, 0.09, 0.09, 0.10, 0.14, 0.09, 0.13, 0.10, 0.14, 0.13],
  "molar_mass_g_mol": 236.34,
  "smiles": "CCCCCCn1sc2ncccc2c1=O",
  "de_lowest_kj_mol": 144.74,
  "homo_energy_ev": -8.606,
  "homo_lumo_gap_ev": 8.82
}



(3)
{
  "formula": "C12H16P2",
  "method": "ωB97M-V/def2-TZVPD",
  "symbols": ["C", "C", "C", "C", "C", "C", "C", "C", "C", "C", "C", "C", "P", "P", "H", "H", "H", "H", "H", "H", "H", "H", "H", "H", "H", "H", "H", "H", "H", "H"],
  "xyz": [[-0.69, 2.57, -1.00], [0.07, 1.52, -1.65], [0.52, 1.52, -2.92], [1.13, 0.17, -3.21], [0.81, -0.64, -1.98], [0.28, 0.19, -1.01], [0.04, -0.30, 0.36], [0.11, -1.68, 0.70], [-0.01, -1.91, 2.15], [0.03, -0.52, 2.78], [-0.29, 0.50, 1.66], [-1.77, 0.86, 1.76], [-0.10, -3.09, -0.46], [1.62, -2.29, -1.75], [-0.24, 2.84, -0.12], [-1.77, 2.25, -0.76], [-0.94, 3.29, -1.83], [0.59, 2.25, -3.65], [0.88, -0.32, -4.05], [2.33, 0.37, -3.30], [-1.06, -2.31, 2.30], [0.88, -2.70, 2.46], [-0.62, -0.20, 3.61], [1.13, -0.32, 3.15], [0.47, 1.24, 1.76], [-2.17, 1.41, 0.80], [-1.86, 1.45, 2.78], [-2.41, -0.15, 1.80], [0.65, -4.11, 0.30], [2.38, -1.91, -0.67]],
  "lowdin_charge": [-0.05, -0.25, -0.03, -0.20, -0.47, -0.15, -0.13, -0.55, -0.25, -0.19, -0.36, -0.07, 0.70, 0.70, 0.05, 0.10, 0.10, 0.08, 0.05, 0.18, 0.12, 0.16, 0.10, 0.14, 0.12, 0.07, 0.11, 0.12, -0.09, -0.12],
  "molar_mass_g_mol": 222.21,
  "smiles": "CC1=CCC2=C1C1=C(CC[C@@H]1C)[PH]#[PH]2",
  "de_lowest_kj_mol": 35.79,
  "homo_energy_ev": -7.553,
  "homo_lumo_gap_ev": 7.73
}



(4)
{
  "formula": "C12H16Si",
  "method": "ωB97M-V/def2-TZVPD",
  "symbols": ["C", "C", "C", "C", "C", "C", "C", "C", "C", "C", "C", "C", "Si", "H", "H", "H", "H", "H", "H", "H", "H", "H", "H", "H", "H", "H", "H", "H", "H"],
  "xyz": [[2.61, -1.88, -0.67], [3.57, -1.03, -0.12], [1.26, -1.54, -0.63], [3.26, 0.25, 0.22], [0.85, -0.31, -0.12], [1.91, 0.64, 0.27], [-0.44, 0.26, -0.09], [-0.10, 2.03, 0.66], [1.38, 1.99, 0.64], [-0.94, 3.18, 0.26], [-2.58, -1.46, -1.61], [-2.42, -1.71, 1.44], [-2.22, -0.43, 0.02], [2.80, -2.69, -1.31], [4.65, -1.28, -0.15], [0.62, -2.44, -0.88], [4.00, 0.72, 0.73], [1.99, 2.34, 1.51], [1.83, 2.81, -0.05], [-0.59, 3.47, -0.86], [-0.87, 4.00, 1.05], [-2.06, 2.87, 0.23], [-2.14, -1.00, -2.39], [-2.32, -2.43, -1.56], [-3.59, -1.44, -1.67], [-2.44, -1.13, 2.34], [-3.32, -2.23, 1.54], [-1.48, -2.28, 1.45], [-3.22, 0.72, -0.23]],
  "lowdin_charge": [-0.10, -0.10, -0.05, -0.05, -0.26, -0.14, -0.06, -0.13, -0.19, -0.15, -0.19, -0.19, 0.66, 0.09, 0.12, 0.13, 0.08, 0.13, 0.16, 0.13, 0.09, 0.06, -0.02, -0.02, -0.02, 0.00, 0.00, 0.03, 0.00],
  "molar_mass_g_mol": 188.35,
  "de_lowest_kj_mol": 582.81,
  "homo_energy_ev": [-7.766, -7.272],
  "homo_lumo_gap_ev": [7.24, 7.46]
}



(5)
{
  "formula": "C12H16Si",
  "method": "ωB97M-V/def2-TZVPD",
  "symbols": ["C", "C", "C", "C", "C", "C", "C", "C", "C", "C", "C", "C", "Si", "H", "H", "H", "H", "H", "H", "H", "H", "H", "H", "H", "H", "H", "H", "H", "H"],
  "xyz": [[-1.02, 3.75, -0.59], [-0.86, 0.93, 3.54], [-1.32, 2.66, -0.22], [-1.24, 1.26, 2.47], [2.37, -1.91, -1.04], [0.98, -1.97, -1.82], [1.50, 0.35, -1.14], [1.19, -0.90, 0.86], [2.23, -0.58, -0.18], [0.29, -0.59, -1.35], [-0.16, -0.91, 0.06], [-3.67, 0.83, 0.83], [-1.77, 1.22, 0.69], [-0.63, 4.58, -1.10], [-0.48, 0.64, 4.49], [2.62, -2.77, -0.48], [3.15, -1.82, -1.74], [1.15, -2.08, -2.97], [0.34, -2.79, -1.38], [1.04, 1.35, -0.75], [2.16, 0.50, -2.09], [1.27, -1.73, 1.46], [1.21, 0.01, 1.57], [3.28, -0.22, 0.09], [-0.54, -0.27, -2.09], [-0.87, -1.72, 0.46], [-3.69, -0.21, 0.59], [-4.30, 0.97, 1.79], [-4.19, 1.42, 0.03]],
  "lowdin_charge": [0.06, 0.02, -0.25, -0.25, -0.14, -0.12, -0.14, -0.18, -0.32, -0.37, -0.12, -0.22, 0.65, 0.02, 0.02, 0.09, 0.07, 0.13, 0.10, 0.12, 0.15, 0.07, 0.12, 0.16, 0.15, 0.11, -0.02, 0.07, 0.03],
  "molar_mass_g_mol": 188.35,
  "de_lowest_kj_mol": 701.83,
  "homo_energy_ev": -7.561,
  "homo_lumo_gap_ev": 7.85
}



(6)
{
  "formula": "C12H17BCaN6O",
  "method": "ωB97M-V/def2-TZVPD",
  "symbols": ["H", "N", "B", "N", "C", "Ca", "H", "C", "H", "C", "H", "C", "H", "H", "H", "N", "N", "N", "N", "C", "C", "H", "H", "C", "C", "C", "C", "H", "H", "H", "H", "H", "C", "C", "O", "H", "H", "H"],
  "xyz": [[-2.06, -1.89, 2.25], [-0.88, -1.48, 0.53], [0.32, -1.61, -1.75], [-0.65, -2.18, -0.65], [-1.37, -3.32, -0.64], [-0.13, 0.72, 1.04], [-1.32, -3.99, -1.48], [-2.07, -3.38, 0.57], [-2.73, -4.17, 0.89], [-1.73, -2.22, 1.27], [0.39, -2.35, -2.69], [1.27, 2.71, 1.38], [1.15, 3.31, 2.29], [0.99, 3.33, 0.51], [2.33, 2.42, 1.25], [1.71, -1.40, -1.08], [-0.23, -0.21, -2.19], [1.82, -0.59, 0.04], [-0.42, 0.80, -1.25], [2.93, -1.90, -1.41], [-0.60, 0.24, -3.41], [3.04, -2.56, -2.27], [-0.53, -0.41, -4.27], [3.86, -1.41, -0.49], [-1.02, 1.56, -3.28], [3.11, -0.60, 0.39], [-0.89, 1.87, -1.92], [4.92, -1.61, -0.45], [-1.38, 2.21, -4.06], [3.47, -0.03, 1.25], [-1.11, 2.81, -1.41], [0.84, 0.53, 3.34], [-2.03, 2.70, 3.36], [-2.21, 1.93, 2.13], [-2.94, 1.57, 1.26], [-0.96, 2.55, 3.65], [-2.68, 2.28, 4.16], [-2.20, 3.78, 3.14]],
  "lowdin_charge": [0.10, -0.09, -0.47, -0.03, -0.08, 1.04, 0.12, -0.08, 0.09, -0.15, 0.11, -0.23, -0.05, -0.03, -0.04, -0.04, -0.03, -0.04, -0.09, -0.08, -0.07, 0.11, 0.12, -0.07, -0.07, -0.16, -0.14, 0.08, 0.09, 0.10, 0.10, -0.01, -0.06, -0.32, 0.09, 0.05, 0.11, 0.11],
  "molar_mass_g_mol": 312.20,
  "de_lowest_kj_mol": 345.99,
  "homo_energy_ev": [-8.503, -7.204],
  "homo_lumo_gap_ev": [7.98, 5.66]
}



(7)
{
  "formula": "C12H17BFeN6O2",
  "method": "ωB97M-V/def2-TZVPD",
  "symbols": ["H", "N", "B", "N", "C", "Fe", "H", "C", "H", "C", "H", "C", "H", "H", "H", "N", "N", "N", "N", "C", "C", "H", "H", "C", "C", "C", "C", "H", "H", "H", "H", "H", "C", "O", "C", "O", "H", "H", "H"],
  "xyz": [[1.22, 3.31, 0.04], [0.89, 1.77, -1.39], [0.37, 0.48, -3.54], [0.78, 1.78, -2.79], [0.98, 3.02, -3.24], [0.65, 0.28, -0.38], [0.91, 3.20, -4.30], [1.21, 3.86, -2.15], [1.41, 4.91, -2.18], [1.13, 3.06, -1.00], [0.38, 0.61, -4.73], [-1.98, -2.26, 2.38], [-1.29, -2.85, 2.98], [-1.40, -1.62, 1.71], [-2.61, -2.94, 1.80], [-1.03, 0.10, -3.00], [1.36, -0.56, -3.01], [-1.20, -0.06, -1.63], [1.51, -0.74, -1.62], [-2.19, -0.15, -3.64], [2.08, -1.48, -3.66], [-2.24, -0.08, -4.71], [2.06, -1.49, -4.74], [-3.15, -0.47, -2.68], [2.71, -2.30, -2.72], [-2.49, -0.41, -1.44], [2.32, -1.83, -1.46], [-4.17, -0.72, -2.86], [3.38, -3.12, -2.93], [-2.87, -0.59, -0.44], [2.56, -2.19, -0.47], [-2.57, -1.59, 2.96], [2.08, 0.29, 3.55], [1.21, 0.15, 2.42], [1.79, 0.35, 1.21], [3.00, 0.60, 1.08], [1.44, 0.10, 4.41], [2.49, 1.31, 3.59], [2.90, -0.43, 3.50]],
  "mulliken_spin": [0.00, -0.01, -0.01, 0.03, 0.02, 3.87, 0.00, 0.01, 0.00, 0.02, 0.00, 0.01, 0.00, 0.02, 0.00, 0.00, 0.02, 0.05, 0.00, 0.01, 0.02, 0.00, 0.00, 0.00, 0.01, 0.00, 0.01, 0.00, 0.00, 0.00, -0.01, 0.00, 0.00, -0.01, -0.11, 0.04, 0.00, 0.00, 0.00],
  "molar_mass_g_mol": 343.97,
  "de_lowest_kj_mol": 224.19,
  "homo_energy_ev": [-7.800, -7.990],
  "spin_multiplicity": 5,
  "homo_lumo_gap_ev": [8.49, 8.42]
}